[1]
DFT (wB97M-V/def2-TZVPD) results for 2 unconnected molecules or ions with the total composition C3H11N3.

Properties
Gap between HOMO and LUMO = 9.0 eV
E_tot = -285.1208 Eh
M = 89.14 g/mol
Relative energy (zero: lowest compared OMol25 entry of this formula, charge and spin) = 35.8 kcal per mole
Structure (SMILES) = C=CN.NCN
Lowest unoccupied orbital energy = 0.0358 Eh
HOMO level = -8.01 eV

```
! wB97M-V def2-TZVPD RIJCOSX def2/J DEFGRID3
* xyz 0 1
C 1.313 -0.027 3.232
C 0.629 -1.079 2.745
N 0.589 -1.417 1.413
H 2.001 0.538 2.624
H 1.131 0.176 4.276
H 0.001 -1.688 3.381
H 0.703 -0.638 0.787
H -0.043 -2.088 1.012
N 0.025 1.633 -2.252
C -0.425 0.265 -2.430
N -1.602 -0.046 -1.613
H -0.780 2.232 -2.165
H 0.734 1.860 -2.943
H -0.679 -0.101 -3.434
H 0.310 -0.453 -2.037
H -1.444 0.400 -0.708
H -2.461 0.432 -1.889
*
```

[2]
DFT (wB97M-V/def2-TZVPD) results for 2 unconnected molecules or ions with the total composition C3H11N3O.

Properties
Gap between HOMO and LUMO = 9.2 eV
E_tot = -360.3416 Eh
M = 105.14 g/mol
Relative energy (zero: lowest compared OMol25 entry of this formula, charge and spin) = 60.1 kcal per mole
Structure (SMILES) = NCC(N)=O.CN
Lowest unoccupied orbital energy = 0.0326 Eh
HOMO level = -8.35 eV

```
! wB97M-V def2-TZVPD RIJCOSX def2/J DEFGRID3
* xyz 0 1
N -1.701 -0.001 1.468
C -1.554 0.805 0.249
C 0.226 1.150 0.114
N 0.561 1.373 -1.208
O 0.693 1.854 0.998
H -2.680 -0.137 1.713
H -1.207 0.467 2.228
H -2.050 1.776 0.372
H -2.038 0.312 -0.602
H 0.107 0.795 -1.901
H 1.224 2.124 -1.343
C 1.485 -1.794 -0.720
N 0.808 -1.042 0.333
H 1.978 -2.699 -0.363
H 2.208 -1.143 -1.219
H 0.763 -2.118 -1.472
H 1.435 -0.745 1.081
H -0.258 -0.974 0.272
*
```

[3]
DFT (wB97M-V/def2-TZVPD) results for a molecular structure, C3H11N3O.

Properties
Gap between HOMO and LUMO = 9.0 eV
E_tot = -360.2808 Eh
M = 105.14 g/mol
Relative energy (zero: lowest compared OMol25 entry of this formula, charge and spin) = 98.3 kcal per mole
Lowest unoccupied orbital energy = 0.0250 Eh
HOMO level = -8.34 eV

```
! wB97M-V def2-TZVPD RIJCOSX def2/J DEFGRID3
* xyz 0 1
C 1.196 -1.105 -1.028
N 0.803 -0.667 0.300
N 1.955 0.541 0.951
H 0.278 -1.323 0.873
H 2.812 0.130 0.575
H 1.858 1.428 0.448
H 1.151 -0.243 -1.697
H 0.540 -1.899 -1.401
H 2.213 -1.508 -1.030
C -1.857 0.139 -0.722
C -0.726 0.590 0.213
N -1.137 0.516 1.573
O -0.120 1.658 -0.166
H -0.446 0.938 2.186
H -2.117 0.665 1.771
H -1.480 0.067 -1.742
H -2.271 -0.814 -0.388
H -2.650 0.887 -0.714
*
```

[4]
DFT (wB97M-V/def2-TZVPD) results for a molecular structure, C3H11N3O.

Properties
Gap between HOMO and LUMO = 9.5 eV
E_tot = -360.2536 Eh
M = 105.14 g/mol
Relative energy (zero: lowest compared OMol25 entry of this formula, charge and spin) = 115.3 kcal per mole
Lowest unoccupied orbital energy = 0.0334 Eh
HOMO level = -8.64 eV

```
! wB97M-V def2-TZVPD RIJCOSX def2/J DEFGRID3
* xyz 0 1
C -1.633 1.042 -1.189
C -0.837 -0.181 -0.785
H -1.828 1.052 -2.263
H -1.066 1.945 -0.956
H -2.595 1.071 -0.682
H -1.399 -1.085 -1.010
H 0.057 -0.290 -1.394
H -1.326 -2.411 0.304
N -0.030 0.148 0.760
C 1.400 0.366 0.502
N 2.083 -0.753 0.813
O -0.254 -0.741 1.709
N 1.708 1.481 -0.015
H -1.150 -2.192 1.057
H -0.418 1.062 1.033
H 1.505 -1.354 1.419
H 3.083 -0.739 0.903
H 2.701 1.579 -0.205
*
```

[5]
DFT (wB97M-V/def2-TZVPD) results for a molecular structure, C3H11N3O.

Properties
Gap between HOMO and LUMO = 8.7 eV
E_tot = -360.3320 Eh
M = 105.14 g/mol
Relative energy (zero: lowest compared OMol25 entry of this formula, charge and spin) = 66.2 kcal per mole
Lowest unoccupied orbital energy = 0.0293 Eh
HOMO level = -7.88 eV

```
! wB97M-V def2-TZVPD RIJCOSX def2/J DEFGRID3
* xyz 0 1
C 0.145 -1.191 -0.883
C -0.411 0.762 0.536
C -1.286 1.143 1.718
N -0.347 -0.660 0.374
N 1.570 -0.683 -1.285
N -0.464 -0.685 -2.055
O 0.907 1.376 0.665
H 1.189 1.301 1.584
H 0.042 -1.133 1.182
H 0.202 -2.286 -0.764
H -0.803 1.171 -0.395
H -1.148 -1.303 -2.472
H 2.297 -1.381 -1.160
H 1.826 0.170 -0.789
H 0.792 -0.307 -2.295
H -2.300 0.778 1.561
H -1.309 2.226 1.836
H -0.902 0.702 2.644
*
```

[6]
DFT (wB97M-V/def2-TZVPD) results for 2 unconnected molecules or ions with the total composition C3H11N3O2.

Properties
Gap between HOMO and LUMO = 9.8 eV
E_tot = -435.5650 Eh
M = 121.14 g/mol
Relative energy (zero: lowest compared OMol25 entry of this formula, charge and spin) = 78.6 kcal per mole
Structure (SMILES) = NCCNC(N)=O.O
Lowest unoccupied orbital energy = 0.0190 Eh
HOMO level = -9.25 eV

```
! wB97M-V def2-TZVPD RIJCOSX def2/J DEFGRID3
* xyz 0 1
N 0.587 -1.749 -1.669
C -0.314 -1.334 -0.580
C -0.372 0.207 -0.506
N -0.022 0.851 0.787
C -0.827 0.815 1.915
N -2.192 0.496 1.649
O -0.404 1.108 3.027
H 1.351 -1.120 -1.878
H 0.980 -2.571 -1.377
H 0.019 -1.760 0.391
H -1.359 -1.611 -0.909
H 0.417 0.522 -1.296
H -1.549 0.606 -0.773
H 0.940 0.962 0.724
H -2.759 0.157 2.400
H -2.558 0.717 0.851
O 2.469 1.240 -0.903
H 2.502 0.801 -1.577
H 3.091 1.663 -0.275
*
```